(1)
The following is a DFT calculation (ωB97M-V with the def2-TZVPD basis set) of a molecular structure, C18H26FeN4P2S.

Positions of all 52 atoms, in Å:
Fe 0.19935 -0.20488 -0.08304
C -1.39699 4.17191 -0.60726
C -1.15463 2.69675 -0.54606
N -0.01082 2.17377 -0.34389
N 1.10621 2.91604 -0.19812
C 2.29618 2.27800 -0.19670
N 3.39719 2.99864 -0.07401
S 2.39053 0.59172 -0.37695
C -2.21584 1.69677 -0.80480
C -3.54689 2.03209 -1.00144
C -4.45942 1.04236 -1.34399
C -4.01715 -0.25964 -1.48547
C -2.68035 -0.52512 -1.23199
N -1.80030 0.41598 -0.89595
H -0.88022 4.68591 0.20576
H -2.44872 4.42039 -0.53170
H -1.02615 4.57181 -1.55482
H 1.06783 3.92731 -0.20874
H 3.39672 4.00296 0.02215
H 4.28796 2.53031 -0.13413
H -3.89134 3.04904 -0.89281
H -5.49949 1.29217 -1.50374
H -4.68222 -1.05649 -1.78598
H -2.29528 -1.53584 -1.30174
C 0.71700 0.72889 3.43206
P -0.22603 -0.25344 2.21178
C -1.95925 0.14521 2.65256
C -0.07351 -1.98949 2.76307
C -0.20333 -2.31378 4.11235
C -0.14980 -3.63523 4.52181
C 0.03176 -4.64460 3.58668
C 0.16877 -4.33333 2.24472
C 0.12433 -3.00755 1.81899
P 0.39389 -2.58907 0.05489
C -0.57960 -3.82203 -0.88349
C 2.10797 -3.16883 -0.21196
H 0.27300 0.64322 4.42223
H 0.69269 1.77736 3.13091
H 1.75377 0.39729 3.46655
H -2.13931 -0.10207 3.69781
H -2.64025 -0.43305 2.02785
H -2.14068 1.20938 2.49393
H -0.34992 -1.53482 4.85028
H -0.25310 -3.87750 5.57099
H 0.07049 -5.67664 3.90840
H 0.31477 -5.13500 1.53090
H -0.16813 -4.81757 -0.72747
H -0.51918 -3.58566 -1.94659
H -1.62390 -3.80688 -0.57393
H 2.17441 -4.22498 0.04632
H 2.80184 -2.60497 0.41052
H 2.38133 -3.03775 -1.25994

Values from the calculation:
**Kohn-Sham gap (alpha / beta)**: 0.283 / 0.303 Ha
**HOMO (alpha / beta)**: -0.518 / -0.547 Ha
**2S+1**: 5
**Energy**: -88836.8793 eV
**Total charge**: +2
**Maximum force**: 1.8 eV Å⁻¹

Results of the Mulliken charge analysis, in e, for atoms 1 through 2: -0.124 -1.726

=====

(2)
The following is a DFT calculation (ωB97M-V with the def2-TZVPD basis set) of a molecular structure, C18H26GaGeN7OSSe.

Positions of all 56 atoms, in Å:
Ga -1.78215 -0.31723 -1.98666
N 0.36030 -2.88217 -1.44170
C 0.95742 -1.77037 -1.89281
N 2.22215 -1.90492 -2.24031
C 2.82095 -0.81266 -2.69617
N 4.10129 -0.94522 -3.10362
N 2.29800 0.42934 -2.66343
C 0.99066 0.43979 -2.37573
N 0.29307 -0.62887 -1.93084
C 0.29745 1.69468 -2.55567
C 0.92427 2.88569 -2.96647
C 0.11017 3.99749 -3.07398
C -1.27160 3.90773 -2.92268
C -1.83831 2.68465 -2.49225
N -1.05079 1.60710 -2.23785
H 0.82350 -3.79403 -1.58407
H -0.56366 -2.82286 -1.08371
H 4.48423 -1.76978 -2.67518
H 4.62850 -0.09749 -3.14204
H 1.97282 2.83008 -3.03520
H 0.62695 4.85294 -3.48363
H -2.01366 4.69406 -3.21383
H -2.94785 2.61112 -2.32080
O -2.72165 0.60851 -0.54162
N -3.66848 0.02976 0.11608
C -4.54353 0.80418 0.80563
C -5.57565 0.26735 1.43913
C -5.65517 -1.11623 1.55587
C -4.75503 -1.90282 0.87391
C -3.80881 -1.35232 0.06049
S -2.79811 -2.22554 -1.08079
H -4.34511 1.87575 0.70283
H -6.27080 1.01649 1.88535
H -6.49485 -1.61378 2.07121
H -4.84607 -2.94232 0.91169
C 3.38662 -0.76171 4.13033
Ge 2.36165 -0.84977 2.51434
C 2.98772 0.54044 1.20273
C 2.53599 -2.51944 1.63843
C 0.46925 -0.80353 3.09107
Se -0.70736 -0.31620 1.59526
C -0.04276 1.50856 1.66152
H 4.34291 -1.15483 3.84570
H 2.88109 -1.31062 4.88960
H 3.51723 0.26986 4.44938
H 3.97170 0.18084 0.94979
H 2.99383 1.58193 1.57305
H 2.29065 0.49247 0.31947
H 2.01154 -2.35993 0.66437
H 2.00530 -3.36980 2.16198
H 3.50632 -2.91086 1.32749
H 0.15664 -0.21929 3.99877
H 0.20366 -1.81918 3.38337
H 0.52831 1.67579 0.74411
H 0.51256 1.64858 2.57270
H -0.87331 2.15859 1.60538

Values from the calculation:
**Relative energy (zero: lowest compared OMol25 entry of this formula, charge and spin)**: 1.363 eV
**Kohn-Sham gap (alpha / beta)**: 0.198 / 0.238 Ha
**HOMO (alpha / beta)**: -0.336 / -0.380 Ha
**2S+1**: 2
**Energy**: -216634.5128 eV
**Total charge**: +1
**Maximum force**: 3.1 eV Å⁻¹

Results of the Mulliken charge analysis, in e, for atoms 1 through 2: 0.112 -0.075

=====

(3)
The following is a DFT calculation (ωB97M-V with the def2-TZVPD basis set) of a molecular structure, C18H26I2N4O6PdSi2.

Positions of all 59 atoms, in Å:
Pd -0.46502 -0.40281 0.01214
I 0.33151 -0.79469 3.08773
C 2.15488 -1.64884 2.42742
I 3.07811 -0.64239 0.81838
H 1.92933 -2.65111 2.09407
H 2.83782 -1.63546 3.26564
C -2.05702 4.44782 0.42765
Si -0.74004 3.63485 1.47018
C 0.46881 4.89990 2.13810
C -1.42042 2.60661 2.85664
C 0.32073 2.61300 0.25062
Si 1.06293 3.24408 -1.40060
C -0.37170 3.04777 -2.58297
C 1.49178 5.05130 -1.20838
C 2.56892 2.24839 -1.82336
H -2.73156 4.98370 1.10204
H -2.63564 3.71681 -0.13747
H -1.63177 5.17426 -0.26763
H -0.00048 5.35656 3.01519
H 0.69471 5.68826 1.42073
H 1.40714 4.45183 2.47342
H -2.24712 3.15178 3.32243
H -0.65951 2.43735 3.62142
H -1.80502 1.64118 2.52756
H 0.52822 1.56118 0.47535
H -1.12523 3.81954 -2.42118
H -0.84786 2.07173 -2.52811
H 0.05232 3.17705 -3.58448
H 0.61121 5.67616 -1.04473
H 1.96382 5.38110 -2.13895
H 2.20456 5.23145 -0.40086
H 2.33660 1.18336 -1.84481
H 3.39068 2.43761 -1.12889
H 2.90199 2.54855 -2.82166
N -1.32581 -3.02455 -4.65577
C -1.13882 -1.97842 -4.20485
N -0.96111 -0.72688 -3.75508
C -0.26259 -0.55171 -2.72110
N 0.43563 -0.26880 -1.79750
O -1.70537 1.18060 -0.34675
C -2.72090 0.74884 0.33808
O -2.62988 -0.14392 1.17229
H -3.66957 1.25957 0.12787
O 0.15388 -2.26124 0.13312
C -0.70382 -2.98374 -0.55641
O -1.67300 -2.53239 -1.14342
C -0.37996 -4.44758 -0.59948
C -1.02509 -5.22310 -1.55554
C -0.75650 -6.57860 -1.64429
C 0.15044 -7.13041 -0.75850
C 0.80550 -6.38054 0.20241
C 0.53733 -5.02520 0.27012
N 0.43611 -8.57730 -0.84030
O -0.13814 -9.21989 -1.69575
O 1.24151 -9.03953 -0.05497
H -1.72104 -4.74520 -2.23273
H -1.23373 -7.20331 -2.38404
H 1.50549 -6.85989 0.86953
H 1.03394 -4.40659 1.00328

Values from the calculation:
**Relative energy (zero: lowest compared OMol25 entry of this formula, charge and spin)**: 1.406 eV
**Kohn-Sham gap**: 0.201 Ha
**HOMO**: -0.327 Ha
**Energy**: -72764.8453 eV
**Maximum force**: 1.2 eV Å⁻¹

Results of the Mulliken charge analysis, in e, for atoms 1 through 2: 0.238 0.119